[1]
Below is 2 unconnected molecules or ions with the total composition C3H3N2 in a non-equilibrium geometry, with properties calculated with ωB97M-V/def2-TZVPD.

Each line ends with the natural charge from an NBO analysis.
Geometry (Å):
C 0.6496 1.8917 0.4431  0.083
C -0.0826 -1.5975 -0.8239  0.043
C 0.2909 0.6661 -0.0160  0.476
N 0.9025 2.8775 0.9388  0.017
N 0.1036 -0.3974 -0.5094  -0.216
H -1.0147 -1.7505 -1.2470  0.251
H 0.5623 -2.2059 -0.2684  0.252
H -1.4115 0.5161 1.4828  0.093

For the frontier orbital gap (alpha / beta), the calculation gives 0.2922 / 0.3364 hartree. Its multiplicity is 1. Its LUMO energy (alpha / beta) is -8.2 / -6.6 eV. Its HOMO energy (alpha / beta) is -16.2 / -15.8 eV. The total charge is +1. The value obtained for the energy above the lowest of the compared OMol25 structures with the same formula, charge and spin is 110.0 kcal per mole. The calculation puts the total energy at -6124.8103 eV.

---

[2]
Below is a gas-phase ion, C3H3N2O (charge -1) in a non-equilibrium geometry, with properties calculated with ωB97M-V/def2-TZVPD.

Each line ends with the natural charge from an NBO analysis.
Geometry (Å):
C -0.2941 -0.5718 1.5932  0.300
C 0.3607 -0.2982 -0.8311  -0.262
C -0.4917 0.0379 0.3523  -0.414
N -0.0769 -1.0247 2.6376  -0.480
N 0.7185 1.0582 -0.3954  -0.012
O 0.1906 1.9187 -1.2606  -0.705
H 1.1001 -0.9510 -0.6352  0.171
H -0.0676 -0.5687 -1.7429  0.183
H -1.4396 0.3996 0.2821  0.219

For the frontier orbital gap (alpha / beta), the calculation gives 0.2707 / 0.2708 hartree. Its multiplicity is 1. Its LUMO energy (alpha / beta) is 4.5 / 4.5 eV. Its SMILES is N#C[C@@H]1CN1[O-]. Its HOMO energy (alpha / beta) is -2.8 / -2.8 eV. The total charge is -1. The value obtained for the energy above the lowest of the compared OMol25 structures with the same formula, charge and spin is 10.3 kcal per mole. The calculation puts the total energy at -8184.2188 eV.